The following is a DFT calculation (ωB97M-V with the def2-TZVPD basis set) of 12 unconnected molecules or ions with the total composition C56H110F21N5O18S3.

As for the lowest unoccupied orbital energy: 0.118 Ha. For the strongest force on any atom, the calculation gives 4.36 eV/Å. The calculated total energy is -193732.3190 eV. The gap between HOMO and LUMO is 0.270 hartree. Its net charge is -2.

Structure (XYZ):
```
213
Properties=species:S:1:pos:R:3:forces:R:3
C -1.96063 1.34399 3.55230 0.2769 0.0263 0.7662
N -1.76172 0.06312 2.79546 0.0235 0.7709 0.3900
C -0.60701 -0.63929 3.37071 0.7441 -0.9390 0.0325
C -2.91715 -0.73051 3.10139 -0.4558 -3.0723 -1.0641
C -1.69170 0.30049 1.32846 -0.0417 -0.3033 -1.0075
C -0.31017 0.69102 0.81451 0.1875 -0.3096 -1.4360
O 0.13071 1.99580 1.22675 0.0655 -1.3355 0.2623
H -1.11102 1.92756 3.24108 0.2533 0.5915 0.4454
H -1.99498 1.06398 4.64566 0.2370 0.5646 -1.2394
H -2.87953 1.86809 3.25896 0.1890 -0.4624 -0.1878
H -0.39163 -1.57535 2.85233 -0.3101 -0.1149 -0.0503
H -0.83707 -0.88012 4.40102 -0.0609 0.0255 0.1319
H 0.30170 -0.07248 3.33133 0.2391 0.7474 -0.0427
H -3.07367 -0.67371 4.13276 -0.2622 -0.1909 1.5922
H -2.76341 -1.81937 2.78911 -0.1858 1.5202 0.2955
H -3.77053 -0.35136 2.60719 -0.8947 0.4697 -0.7205
H -2.42350 1.10158 1.10799 0.3458 -0.3889 -0.0882
H -2.02794 -0.65674 0.83142 0.4335 0.9446 0.4655
H -0.32645 0.61277 -0.29795 -0.5760 0.5646 0.4611
H 0.43238 -0.12324 0.95948 -0.1196 0.7883 0.9692
H -0.51505 2.60756 0.83200 -0.2269 -0.0014 -0.5985
C -0.01603 7.26257 -1.60101 -0.3598 -0.2829 1.1908
C -0.11733 6.49965 -2.89630 -0.5712 0.2750 -2.6012
C -0.26562 4.98166 -2.76761 -1.2343 0.4612 1.1653
N -0.21190 4.12636 -4.02219 -1.2842 -0.7918 -0.0331
C -1.38576 4.24477 -4.98577 -0.0713 -0.2375 0.3419
C -0.20578 2.61249 -3.57957 -1.1886 1.0773 -2.2946
C 1.16669 2.38633 -3.06863 0.3139 -0.3550 -1.0206
C 1.99318 3.48173 -3.77866 1.2474 0.0558 1.3982
C 1.07863 4.19400 -4.73225 0.6369 0.1690 0.9319
H 0.49578 6.67943 -0.82180 0.2822 0.1260 -0.3280
H -0.98911 7.44156 -1.14337 -0.2566 0.0284 -0.2044
H 0.47265 8.23783 -1.67232 0.0550 -0.2718 -0.2548
H 0.77480 6.67168 -3.49042 0.4945 0.1184 0.0856
H -0.90427 6.92573 -3.59028 0.4005 -0.4041 0.9496
H -1.22527 4.74819 -2.22181 1.3277 -0.0034 -0.8730
H 0.55193 4.71668 -2.09358 -0.1212 -0.6192 -0.2945
H -2.30616 4.24250 -4.36400 0.6042 -0.0794 -0.6670
H -1.34721 3.36342 -5.70410 0.0702 1.1353 0.9276
H -1.30190 5.17608 -5.55014 -0.0185 -0.0629 0.1447
H -0.38574 2.16535 -4.60443 0.4838 -0.3050 1.3273
H -1.05803 2.47773 -2.93264 -0.0729 -0.1795 0.4724
H 1.42857 1.37309 -3.41978 0.2784 0.3088 0.7551
H 1.21420 2.56798 -2.00848 0.0079 -0.5725 0.4169
H 2.85863 3.13249 -4.28750 0.5673 -0.7241 -0.6940
H 2.46058 4.09951 -2.99026 -0.5047 0.3143 -0.3858
H 1.04546 3.58256 -5.62168 -0.4907 0.0917 -0.5906
H 1.37911 5.22223 -4.88800 -0.1138 0.1255 -0.4017
C 0.27862 -6.78438 2.87039 -0.3938 -0.8648 -1.5939
C -1.01911 -6.05060 3.19177 -0.4488 1.3439 -0.3076
C -1.40324 -6.18762 4.68486 -1.1633 -0.5816 0.5141
N -2.20264 -5.04840 5.35005 -0.9104 0.7609 -0.0651
C -1.24125 -4.06291 5.89829 1.3021 -0.8355 -0.3089
C -3.19025 -5.39357 6.45328 -1.8914 -0.8725 -0.3042
C -4.57377 -4.56317 6.17543 2.6302 -0.1421 -0.8758
C -4.14108 -3.56730 5.07234 0.0860 -0.3879 -0.4754
C -3.06891 -4.36527 4.31149 0.1413 0.9620 0.8281
H 1.11992 -6.25099 3.28356 0.2895 -0.1455 0.4188
H 0.44116 -6.74680 1.75124 -0.2520 0.0094 1.0791
H 0.25889 -7.88422 3.11184 0.1212 1.0489 0.1347
H -1.84722 -6.33934 2.51799 0.2787 -0.3502 0.5663
H -0.85732 -4.97320 2.89352 0.1292 -1.1129 0.7431
H -0.60326 -6.31193 5.37716 1.3032 0.1901 0.0064
H -1.95420 -7.11954 4.88876 -0.3835 0.3066 -0.4802
H -0.59364 -3.89222 5.01835 0.1381 0.7995 0.6334
H -0.64915 -4.55516 6.69858 -0.3418 0.1851 -0.4623
H -1.73248 -3.21664 6.35138 -0.1511 0.1716 -0.3023
H -2.73573 -5.13811 7.42314 -0.1928 -0.4329 -0.4670
H -3.50893 -6.48204 6.33327 0.9350 1.2816 0.5179
H -4.94664 -4.00829 7.02016 -0.1834 -0.3287 0.4890
H -5.24123 -5.31285 5.76026 -0.4687 0.2984 0.1929
H -3.71937 -2.63887 5.47227 -0.0174 -0.2617 0.1880
H -4.98718 -3.26403 4.42438 0.5537 -0.3767 0.1397
H -2.46607 -3.84289 3.58247 0.2523 0.3084 0.2307
H -3.45605 -5.18643 3.81105 -1.3536 -1.3033 -1.1870
C -5.36926 -1.18288 -3.61850 -0.8601 0.0329 -0.7978
C -3.98925 -1.61403 -3.99872 1.3145 -1.7540 1.1013
C -3.16988 -1.88838 -2.68658 0.1681 -0.9627 -0.7937
N -1.96500 -2.79151 -2.93344 -0.0619 1.2410 0.6534
C -1.23048 -2.25069 -4.10243 1.6588 -2.3163 0.6330
C -2.25087 -4.24480 -3.02042 -0.8250 -0.2840 0.3019
C -0.89440 -4.93068 -2.78782 -0.9700 -0.4640 0.7708
C -0.19193 -4.03729 -1.68871 -3.7033 -2.2646 -0.4520
C -1.06887 -2.80107 -1.76327 0.2568 0.6896 3.1866
H -5.88680 -0.75382 -4.51558 0.2493 -0.1401 1.0563
H -5.31661 -0.51340 -2.77737 -0.1057 0.8804 0.0128
H -5.95768 -2.00661 -3.21882 -0.0293 -0.2882 -0.2631
H -3.43684 -0.87840 -4.54596 0.0228 0.5509 -0.5517
H -3.98770 -2.55883 -4.60038 -0.1881 0.7550 0.3434
H -3.75357 -2.46242 -1.96796 -0.1899 0.4909 0.2776
H -2.71009 -0.97481 -2.29548 -0.5067 -0.0348 0.1423
H -1.79888 -2.56276 -4.95385 0.1005 0.1224 -0.7720
H -0.24698 -2.78752 -4.00067 -0.7576 0.8508 -0.9532
H -1.05391 -1.19636 -4.03543 -0.0577 0.4925 0.1295
H -2.73707 -4.38161 -3.96868 -0.0640 -0.5434 -0.5698
H -3.00995 -4.49439 -2.20596 1.1289 0.4063 -0.8922
H -0.25695 -4.99605 -3.64813 0.0658 0.0291 -0.6706
H -1.17051 -5.95839 -2.48535 0.6087 0.4270 0.1284
H 0.78707 -3.92093 -1.95604 2.4156 0.4537 -0.3140
H -0.36448 -4.57564 -0.72831 0.5233 0.7842 -0.5077
H -0.49837 -1.88276 -1.65140 -0.1295 0.2716 -0.3752
H -1.69640 -2.93338 -0.85559 -0.1466 0.5970 -0.6720
C 6.84703 -1.28462 -0.06834 -1.1278 0.1758 -1.6131
C 5.91458 -0.30584 0.64705 0.3560 -0.1853 0.0050
C 5.20599 0.66021 -0.26433 -1.2394 -1.7270 -1.3840
N 4.12560 1.50205 0.36253 2.3445 -0.6525 1.6527
C 3.13554 0.67007 1.04120 -2.1111 -0.6166 0.8933
C 3.52946 2.35278 -0.65118 -2.3209 -0.2363 0.1460
C 4.38204 3.58591 -0.78426 0.8521 0.2968 -0.5333
C 5.47408 3.45973 0.34495 1.1567 -0.5318 -1.2835
C 4.86498 2.49015 1.29970 -1.9205 -0.6605 0.2214
H 7.15444 -2.03445 0.64649 0.5095 -0.1050 -0.0360
H 7.67248 -0.81970 -0.66108 -0.4179 -0.2300 0.9008
H 6.21489 -1.77631 -0.82989 0.3716 -0.2108 0.2262
H 6.54642 0.22468 1.31624 0.3905 0.7001 0.9584
H 5.20784 -0.87221 1.24130 -0.0454 -0.2423 -0.0004
H 4.71784 0.09887 -1.11916 0.3972 0.5311 1.0081
H 5.90069 1.34226 -0.67747 0.6261 0.6528 -0.5518
H 2.26908 1.26332 1.53329 1.7957 -0.5628 -0.8796
H 3.56026 -0.04042 1.76767 0.0768 0.7296 -0.1560
H 2.68699 0.02791 0.27661 -0.0057 0.1139 -0.0791
H 2.52188 2.52032 -0.20075 0.4886 0.4450 -0.7059
H 3.38172 1.71279 -1.52770 0.0649 0.3810 -0.0661
H 3.83537 4.52713 -0.62298 0.2019 -0.4444 0.0399
H 4.77463 3.61087 -1.82214 0.2087 0.1914 0.7398
H 5.63537 4.43303 0.76029 -0.2065 0.5772 0.2969
H 6.48726 3.12864 -0.02345 -1.0495 0.1085 0.1649
H 4.00152 2.96484 1.82397 0.8532 -0.1955 0.0712
H 5.46954 1.86169 1.97245 -0.1449 0.6911 -0.1961
C -2.65312 3.69886 -0.52517 -1.0772 -2.3260 1.1163
O -3.57307 3.45656 0.74335 0.3600 0.1459 -0.7108
O -1.78397 2.73010 -0.72556 -0.8785 1.4606 0.6832
C -3.67049 3.81346 -1.74318 -0.2199 -1.5757 0.5079
F -3.56461 2.75347 -2.58883 0.0985 0.2095 0.2699
F -5.00722 3.87528 -1.47872 0.8674 0.5208 0.1015
F -3.31974 4.87452 -2.46432 -0.4558 1.2096 -0.6062
C -4.23471 4.63722 1.27363 0.6133 -1.6032 -1.4035
C -3.72458 4.87634 2.64397 -0.8329 1.0635 1.7916
H -4.05600 5.89709 3.04612 0.1254 -1.4928 -0.3065
H -3.97390 4.04830 3.34696 -0.1764 0.7166 -0.4017
H -2.65852 4.91965 2.64154 0.9114 0.0392 -0.2130
H -5.31113 4.48641 1.17779 -0.0777 -0.0127 0.3204
H -3.99572 5.46114 0.62320 0.1288 0.7297 -0.2845
H -2.27793 4.67277 -0.24115 0.3445 0.8838 -0.3920
C 5.18334 7.02325 1.09491 -1.4472 0.9492 -0.3470
O 4.48537 7.11769 2.38335 0.7464 1.3758 -0.0696
O 4.80144 6.06784 0.30811 0.2747 0.3551 0.2336
C 5.06644 8.41575 0.35425 -0.8351 0.1226 2.0736
F 5.95865 8.43503 -0.58756 1.1148 -0.1620 -2.1967
F 3.85214 8.72540 -0.16488 0.2266 -0.2940 -0.0021
F 5.41578 9.49435 1.12700 -0.3711 -0.0594 0.4608
C 3.42089 6.30703 2.62148 -0.8915 0.1603 1.1627
C 2.05997 6.82122 2.22317 -0.7017 0.9676 0.4513
H 1.89263 7.75175 2.79691 -0.0663 -0.1310 -0.3652
H 1.92978 7.07916 1.13640 0.1268 -0.6844 1.0076
H 1.33757 6.09539 2.66075 0.0512 0.3531 -0.8535
H 3.41425 6.16144 3.72297 -0.1387 -0.0540 -0.3930
H 3.53006 5.36105 2.18430 0.4745 -1.6374 -0.7969
H 6.18422 7.09954 1.50311 1.2885 -0.4651 -0.2656
C -0.08647 0.71746 -7.71263 -0.6901 -0.0591 0.1743
O 0.72579 -0.38428 -8.22989 0.2368 -0.5840 0.5330
O 0.31323 1.33469 -6.64779 0.2238 0.1880 0.7069
C -0.08642 1.61586 -8.95424 -0.3369 1.4026 -0.4942
F 1.09526 1.72257 -9.51175 1.6082 -0.2980 -0.6965
F -0.93466 1.21854 -9.91980 -0.5115 -0.4987 -0.3082
F -0.41481 2.93631 -8.74881 -0.6039 -0.3708 0.7849
C 0.95855 -1.38739 -7.25808 -1.0248 -1.0609 -0.5884
C 1.81857 -2.50296 -7.88896 0.4765 0.1788 -0.2509
H 1.21508 -3.19232 -8.51305 0.3379 0.4090 0.2232
H 2.58275 -1.99303 -8.54368 -0.7150 -0.6065 0.6038
H 2.37589 -3.11504 -7.12864 -0.6273 0.6254 -0.5385
H -0.02533 -1.80089 -6.85669 0.7267 0.2765 -0.5658
H 1.45097 -1.01221 -6.40097 0.5528 0.7426 0.8202
H -1.12033 0.26873 -7.65155 0.0628 0.1043 0.0157
C 1.75572 -3.41498 3.64106 0.3552 1.2036 0.3951
O 2.47318 -3.87267 2.48718 1.1390 -0.5735 1.0780
O 0.47931 -3.50654 3.52129 -0.9782 -0.2969 0.3862
C 2.43946 -4.02639 4.97598 0.3329 1.5091 -1.2180
F 2.59521 -5.32799 5.08435 -0.0542 -1.3749 -0.2502
F 3.66881 -3.46739 5.03462 0.7691 -0.1618 0.0151
F 1.85997 -3.63021 6.12464 -0.8050 0.1645 -0.1314
C 2.02689 -3.34229 1.27904 -0.3567 0.6317 -0.2469
C 2.77606 -4.09113 0.24695 1.3282 -1.2534 0.1056
H 3.87309 -3.94753 0.33341 -0.4939 0.1802 0.1898
H 2.61154 -5.13239 0.57851 0.0885 0.0453 -0.8764
H 2.56210 -3.89038 -0.78910 -0.4644 -0.0508 -0.1428
H 2.09798 -2.25636 1.10767 0.6296 0.2772 0.6987
H 0.97168 -3.49889 1.22125 -0.9874 -0.4396 -0.2951
H 2.15312 -2.37351 3.74327 -0.2019 0.3944 0.2345
C -3.79660 -0.30238 8.12826 -1.1526 0.4057 0.1784
F -4.07390 -0.75610 9.37656 0.2100 0.3141 -0.7993
F -4.60532 -1.00218 7.25763 -0.0943 0.8854 0.9616
F -4.13027 1.03180 8.11054 0.0006 -1.4586 -0.1907
S -2.11244 -0.60441 7.53901 -0.3950 1.3718 1.4566
O -1.98671 -1.97672 7.87755 0.5934 -1.8287 0.6204
O -2.32681 -0.35797 6.14899 0.3272 0.3543 -1.8368
O -1.29377 0.33869 8.24269 0.3063 0.0270 0.0015
C -4.97731 -6.30884 0.85365 -1.6112 0.1261 0.9464
F -4.71017 -7.35467 0.06242 0.2844 0.6282 0.6705
F -6.32998 -6.06120 0.70887 1.5365 -0.3242 0.3993
F -4.75508 -6.64147 2.18913 -0.3429 -0.1782 -1.7994
S -4.03444 -4.74813 0.56825 -0.5861 3.1692 -2.4997
O -4.53915 -4.08299 -0.65677 -0.1822 -1.6166 0.6035
O -4.35430 -3.91646 1.69669 -0.0125 -0.6169 1.1166
O -2.67041 -5.14382 0.39470 0.9660 -1.0302 0.4526
C 4.02915 -1.26416 -4.16420 -0.4504 0.1481 0.0333
F 4.51119 -0.05105 -3.73304 -0.4327 -0.9430 -0.5223
F 3.58898 -1.14056 -5.43669 0.2780 0.2192 0.9740
F 5.05933 -2.11896 -4.20951 -0.1912 0.1939 0.3793
S 2.59869 -1.82647 -3.00287 1.1444 1.0886 2.2970
O 2.54453 -3.25830 -3.07408 -0.0320 -0.6066 -1.1210
O 2.98675 -1.39651 -1.64144 0.3344 0.1556 -1.2312
O 1.48457 -1.06652 -3.49680 -0.4717 0.0666 -0.7099
```
Positions in Å, forces in eV/Å.